C4H4O4 | ωB97M-V/def2-TZVPD

For the total energy, the calculation gives -455.75171 a.u. The gap between HOMO and LUMO is 10.24 eV. The calculation puts the energy above the lowest of the compared OMol25 structures with the same formula, charge and spin at 161.0 kJ/mol.

Structure (XYZ):
```
12
Properties=species:S:1:pos:R:3:lowdin_charge:R:1
C -2.7603 -0.7320 0.7836 -0.4457
C -0.5527 1.0335 -0.1161 -0.1979
C 0.2708 0.1434 -0.5636 -0.0922
C 1.5821 -0.2647 0.0419 -0.2673
O -3.2913 -0.7683 -0.2335 0.2215
O -1.4054 1.6070 0.3956 0.2040
O -2.1474 -0.7646 1.7737 0.1988
O 2.6335 0.5320 -0.5202 -0.0786
H 0.0919 -0.1678 -1.5547 0.1147
H 1.8097 -1.3728 -0.0553 0.1214
H 1.6800 -0.2440 1.2243 0.1501
H 2.0891 0.9982 -1.1757 0.0711
```

=====

C3H11NO4P2S | ωB97M-V/def2-TZVPD

For the total energy, the calculation gives -1557.64316 a.u. The gap between HOMO and LUMO is 9.36 eV. The calculation puts the energy above the lowest of the compared OMol25 structures with the same formula, charge and spin at 51.4 kJ/mol.

Structure (XYZ):
```
22
Properties=species:S:1:pos:R:3:lowdin_charge:R:1
N 2.0785 -1.6651 -0.0845 0.0097
C 1.9600 -0.5271 0.8301 -0.2867
C 1.9045 0.8249 0.1313 -0.1697
C 0.5933 1.0353 -0.6244 -0.2061
O -0.4971 0.5659 0.2030 -0.2488
P -1.9253 1.0683 -0.2728 0.2440
O -2.0732 1.2847 -1.6881 -0.2065
O -2.2195 2.3914 0.5403 -0.0614
O -2.9415 -0.0642 0.2588 -0.3965
P -2.3382 -1.6069 0.0587 0.2603
S -3.6902 -2.9705 0.0135 0.1806
H 1.1838 -1.9314 -0.4729 0.0511
H 2.7042 -1.4245 -0.8418 0.0667
H 2.8297 -0.5616 1.4799 0.1053
H 1.1104 -0.6548 1.4859 0.0969
H 2.6991 0.9069 -0.6011 0.1157
H 1.9913 1.5853 0.9044 0.1122
H 0.6499 0.4736 -1.5467 0.1214
H 0.5115 2.0950 -0.8298 0.1225
H -1.4647 2.5235 1.1383 0.0982
H -1.4092 -1.8318 1.0820 -0.0088
H -1.6575 -1.5169 -1.1640 0.0000
```

=====

C8H15Cl17 | ωB97M-V/def2-TZVPD

For the total energy, the calculation gives -8137.06838 a.u. The gap between HOMO and LUMO is 11.09 eV. The calculation puts the energy above the lowest of the compared OMol25 structures with the same formula, charge and spin at 0.0 kJ/mol.

Structure (XYZ):
```
40
Properties=species:S:1:pos:R:3:lowdin_charge:R:1
C 5.0388 -1.4364 0.8654 -1.5577
Cl 5.3522 0.0545 -0.0137 0.5504
Cl 6.5216 -2.0151 1.6112 0.5454
Cl 4.3694 -2.6737 -0.2127 0.5156
H 4.2993 -1.2511 1.6330 -0.0065
C -1.8026 -1.4520 -4.3416 -1.0242
Cl -0.4244 -2.2215 -5.1618 0.4933
Cl -2.1206 -2.1811 -2.7744 0.5361
H -1.5824 -0.3968 -4.2324 -0.0192
H -2.6589 -1.5984 -4.9883 0.0247
C -2.1190 0.2296 4.1403 -1.0383
Cl -1.0608 1.1407 5.2313 0.4999
Cl -2.8905 -1.1158 4.9814 0.5320
H -2.8641 0.9011 3.7303 0.0303
H -1.5098 -0.1837 3.3449 -0.0342
C 2.4241 2.9183 1.1874 -0.9661
Cl 1.4752 2.4312 2.5920 0.5088
Cl 1.5709 2.5162 -0.3205 0.5397
H 2.6026 3.9857 1.2086 0.0309
H 3.3574 2.3671 1.1872 0.0083
C -1.9199 3.0925 -1.1646 -1.0174
Cl -1.9667 1.6634 -2.2036 0.5306
Cl -1.8196 2.6609 0.5306 0.5210
H -1.0392 3.6627 -1.4417 0.0107
H -2.8019 3.6975 -1.3382 0.0301
C -4.5794 -2.3701 1.9066 -1.0826
Cl -4.1393 -4.0493 1.6352 0.5181
Cl -6.0128 -2.1914 2.9191 0.5066
H -3.7339 -1.8858 2.3819 -0.0520
H -4.7982 -1.8560 0.9772 0.0247
C 2.9748 0.1464 -2.5965 -1.0772
Cl 4.3071 0.9002 -3.4703 0.5173
Cl 1.4148 0.5815 -3.3101 0.5098
H 3.1411 -0.9240 -2.5576 0.0173
H 2.9496 0.5361 -1.5863 -0.0814
C -0.0040 -0.6848 -0.1950 -1.0521
Cl -1.3580 -1.2012 0.8091 0.5576
Cl 1.5648 -0.9419 0.5676 0.5433
H -0.0671 -1.2307 -1.1293 -0.0205
H -0.0907 0.3754 -0.4015 -0.0732
```

=====

C47H62AsClLaN2O3S2SbSeSi3 | ωB97M-V/def2-TZVPD

For the total energy, the calculation gives -9197.78398 a.u. The charge is -2. The gap between HOMO and LUMO is 5.29 eV.

Structure (XYZ):
```
124
Properties=species:S:1:pos:R:3:lowdin_charge:R:1
La -0.3306 1.1430 0.4405 1.2612
Cl 1.8230 8.1353 -1.7243 0.5894
C 1.0057 6.6901 -1.1774 -0.6848
C -0.1529 6.2830 -1.7832 -0.1091
C -0.8665 5.1731 -1.2990 0.0125
C -0.4033 4.4083 -0.2119 -0.3590
O -1.0790 3.4388 0.3537 -0.3336
C 0.8215 4.8919 0.4007 -0.1302
C 1.4651 4.2121 1.4999 -0.0717
N 1.2680 3.0035 1.8897 0.0607
C 2.1248 2.4777 2.8604 -0.2230
C 3.3942 2.9139 3.1559 -0.0255
C 4.2529 2.1998 4.0165 -0.0925
C 3.8122 1.0933 4.6450 -0.0436
C 2.4714 0.6554 4.4146 -0.1578
C 1.9173 -0.4783 5.0294 -0.0321
C 0.7104 -0.9714 4.6522 -0.0711
C -0.0035 -0.2868 3.6709 -0.1551
N 0.4446 0.7826 3.0638 0.0245
C 1.6507 1.2969 3.4949 -0.1918
C 1.4830 6.0175 -0.0473 -0.0731
H -0.5272 6.8047 -2.6465 0.0964
H -1.7735 4.8263 -1.8176 0.1009
H 2.2626 4.7588 2.0146 0.1126
H 3.7701 3.7124 2.5362 0.1000
H 5.2803 2.5846 4.1081 0.1080
H 4.4349 0.5535 5.3444 0.1043
H 2.4449 -1.0009 5.8250 0.1124
H 0.2030 -1.7866 5.2083 0.1149
H -1.0079 -0.5694 3.3267 0.0586
H 2.3857 6.3342 0.4706 0.1078
C 4.6814 1.3694 -0.2082 -0.1751
C 3.2428 1.1962 -0.5306 -0.7923
S 2.4905 -0.1367 0.4298 0.4205
C 2.6352 1.7829 -1.5689 -0.7648
C 3.3771 2.7997 -2.4649 -0.1548
S 0.9357 1.4184 -2.1377 0.3029
H 5.2790 0.5486 -0.6152 0.0639
H 4.8800 1.2539 0.8603 0.0437
H 5.1540 2.2655 -0.6809 0.0595
H 4.1874 3.2741 -1.8828 0.0434
H 2.7269 3.6019 -2.8374 0.0483
H 3.8097 2.3328 -3.3697 0.0673
O -2.9921 3.1274 2.8408 -0.1177
H -3.0329 2.1810 2.6016 -0.0891
H -2.3698 3.4806 2.2155 -0.0260
O -0.6911 -1.3881 -0.4284 -0.3548
H -0.5519 -1.0376 -1.3403 -0.0129
H -1.6605 -1.3222 -0.1831 -0.1328
Se -2.9571 0.0668 1.0885 -0.1591
C 4.3464 -2.9682 3.1758 -0.2335
Si 3.0200 -4.2339 3.1263 0.2214
C 2.5247 -4.4453 4.9598 -0.2094
C 3.8196 -5.9102 2.6661 -0.2203
As 1.4026 -3.4226 1.6742 0.8222
Si -0.3915 -4.8815 1.8209 0.2288
C -1.4047 -4.7540 0.2473 -0.2240
C -0.0199 -6.7434 2.2742 -0.2224
C -1.4737 -4.2045 3.1648 -0.2400
Si 2.3891 -3.8017 -0.4326 0.2548
C 1.5129 -2.8534 -1.7411 -0.2491
C 2.1202 -5.6722 -0.8671 -0.2251
C 4.2145 -3.3196 -0.4136 -0.2323
H 4.4611 -2.4880 4.1396 0.0192
H 4.2194 -2.2521 2.3832 -0.0052
H 5.2635 -3.5610 2.9649 0.0363
H 3.4334 -4.5941 5.5575 0.0295
H 1.8796 -5.2839 5.1072 -0.0009
H 2.0577 -3.5728 5.3644 -0.0149
H 4.6187 -6.1401 3.3749 0.0197
H 4.1841 -5.7993 1.6542 -0.0046
H 3.1085 -6.7415 2.7389 0.0134
H -0.9505 -4.9586 -0.7350 0.0178
H -1.7428 -3.6915 0.2184 0.0256
H -2.3257 -5.3666 0.3467 0.0333
H 0.7279 -7.2476 1.6503 0.0041
H -0.9591 -7.3232 2.3626 0.0174
H 0.3531 -6.7933 3.3093 0.0029
H -1.6173 -3.1267 2.9820 0.0222
H -1.1638 -4.3744 4.2173 0.0335
H -2.4560 -4.6380 3.0926 0.0168
H 0.4054 -2.9692 -1.6999 0.0211
H 1.8967 -3.1956 -2.7220 0.0380
H 1.6501 -1.7402 -1.6431 -0.0049
H 1.0568 -5.9420 -0.7705 -0.0026
H 2.6241 -6.3235 -0.1904 -0.0195
H 2.4514 -5.9410 -1.9034 0.0312
H 4.8818 -3.8445 0.3146 0.0180
H 4.2312 -2.2368 -0.2316 -0.0213
H 4.6806 -3.5196 -1.4115 0.0344
C -5.7517 4.8670 -0.7787 -0.1129
C -4.8277 4.2828 0.0807 -0.0852
C -4.0330 3.2430 -0.3640 -0.1569
C -4.2235 2.6643 -1.6372 -0.3467
C -5.2437 3.1601 -2.4255 -0.1620
C -6.0321 4.2330 -1.9902 -0.1139
Sb -2.6670 1.2834 -2.3435 1.4359
C -2.5051 2.3119 -4.2756 -0.3470
C -2.0873 1.7558 -5.4801 -0.1720
C -1.9192 2.5044 -6.5911 -0.1206
C -2.2075 3.8833 -6.5857 -0.1224
C -2.5987 4.4902 -5.4338 -0.1029
C -2.7964 3.6976 -4.2833 -0.1296
C -4.0849 -0.2214 -3.0129 -0.3475
C -4.6848 -0.2770 -4.2637 -0.1434
C -5.7113 -1.1505 -4.5059 -0.1213
C -5.9960 -2.1341 -3.5883 -0.1404
C -5.3497 -2.2095 -2.3894 -0.0976
C -4.3835 -1.2413 -2.0971 -0.1422
H -6.3684 5.7055 -0.4008 0.0962
H -4.5764 4.8106 1.0045 0.1040
H -3.2989 2.8169 0.2788 -0.0164
H -5.4214 2.7206 -3.4283 0.1064
H -6.7884 4.6106 -2.6716 0.0849
H -1.7145 0.7238 -5.5486 0.1110
H -1.5361 1.9933 -7.5089 0.1085
H -1.9914 4.4359 -7.4862 0.0857
H -2.7902 5.5702 -5.3452 0.1031
H -3.2272 4.1664 -3.3929 0.0712
H -4.4859 0.4666 -5.0009 0.0756
H -6.1147 -1.2396 -5.5041 0.0927
H -6.7297 -2.8964 -3.8555 0.0937
H -5.4640 -3.0477 -1.6504 0.1173
H -3.8461 -1.2163 -1.1539 -0.0170
```

=====

C3H7N2S | ωB97M-V/def2-TZVPD

For the total energy, the calculation gives -625.85594 a.u. The charge is +1. The gap between HOMO and LUMO is 10.19 eV. The calculation puts the energy above the lowest of the compared OMol25 structures with the same formula, charge and spin at 305.2 kJ/mol.

Structure (XYZ):
```
13
Properties=species:S:1:pos:R:3:lowdin_charge:R:1
C 0.6470 -0.5372 0.4029 -0.5219
C -0.1675 -1.6812 0.6686 -0.0383
C -1.0240 1.0461 -0.6785 0.0641
N 1.5400 1.2487 -0.3067 -0.2501
N 0.2420 0.7309 0.0431 -0.1848
S 2.2911 -0.1743 0.1646 1.1546
H -0.8654 -1.9984 -0.1128 0.1076
H 0.3540 -2.5652 0.9024 0.0820
H -1.0236 -1.3843 1.4120 0.1601
H -1.0514 0.2412 -1.4024 0.1059
H -1.8287 0.8636 0.0161 0.1064
H -0.8765 1.9896 -1.0471 0.0752
H 1.7631 2.2204 -0.0622 0.1390
```

=====

C6H15N4O | ωB97M-V/def2-TZVPD

For the total energy, the calculation gives -531.59406 a.u. The charge is +1. The gap between HOMO and LUMO is 9.15 eV. The calculation puts the energy above the lowest of the compared OMol25 structures with the same formula, charge and spin at 105.9 kJ/mol.

Structure (XYZ):
```
26
Properties=species:S:1:pos:R:3:lowdin_charge:R:1
C 1.6827 -0.5533 0.1005 0.0617
C 2.7031 0.2576 0.0593 -0.3281
C 0.6047 -1.2783 0.1752 -0.3965
C 4.0760 -0.1795 -0.3485 -0.0435
C 2.5599 1.7098 0.4176 -0.0433
C -1.9937 1.2554 0.0016 -0.2467
N -0.3338 -1.4450 -0.9077 0.0978
N -2.3075 0.1091 -0.3092 0.1533
N -1.6184 2.2713 0.4790 0.2617
N -4.8168 -0.5639 0.0192 0.0621
O 0.1508 -1.9754 1.2658 0.0601
H 4.3781 0.3586 -1.2457 0.0902
H 4.1138 -1.2468 -0.5459 0.0843
H 4.7895 0.0625 0.4372 0.0900
H 1.5388 1.9513 0.7008 0.0652
H 3.2225 1.9414 1.2489 0.0906
H 2.8547 2.3258 -0.4305 0.0889
H -0.6385 -2.4158 -0.9613 0.1342
H 0.0734 -1.1523 -1.7901 0.1368
H -1.4858 -0.6347 -0.5968 0.0728
H -3.3426 -0.2302 -0.1920 0.0502
H 0.7701 -1.8896 1.9981 0.1225
H -1.4796 3.2225 0.2047 0.1074
H -5.3023 0.2589 0.3608 0.0744
H -4.9357 -1.3044 0.7043 0.0774
H -5.2631 -0.8551 -0.8455 0.0767
```